Record 1
Below is a structure of composition C35H63AlBrCaCl3F9LiN2O7PS, with properties calculated with ωB97M-V with the def2-TZVPD basis set.

ORCA input file:
```
! wB97M-V def2-TZVPD RIJCOSX def2/J DEFGRID3
* xyz 2 2
C 6.873 -1.058 2.179
C 6.929 -1.393 0.567
O 7.609 -0.506 -0.207
O 6.332 -2.566 -0.090
C 4.840 -2.502 -0.054
C 4.209 -2.042 -1.517
C 2.540 -1.943 -1.489
C 2.067 -0.342 -1.592
C 0.823 -0.031 -0.518
C 0.201 1.467 -0.675
C 0.466 2.467 0.643
C -0.446 3.785 0.298
C 0.033 5.207 0.909
C -0.228 5.379 2.553
C 0.932 6.406 3.088
S 0.843 6.823 4.915
O 1.246 5.606 5.788
O -0.507 7.422 5.380
Cl 2.291 8.354 5.221
C 2.074 2.704 0.706
C 2.838 2.212 2.060
C 4.008 3.364 2.393
C 3.736 0.848 1.695
N 2.022 2.099 3.305
O 1.954 3.224 4.032
C 0.730 1.359 3.181
C -0.150 1.768 4.548
C 0.872 -0.302 3.336
C -0.222 1.715 1.913
H 6.683 0.109 2.301
H 7.895 -1.290 2.706
H 6.014 -1.635 2.747
H 4.487 -3.615 0.138
H 4.463 -1.817 0.837
H 4.516 -2.840 -2.326
H 4.714 -1.026 -1.837
H 2.036 -2.557 -2.353
H 2.219 -2.329 -0.409
H 1.808 -0.012 -2.685
H 3.043 0.270 -1.282
H 1.134 -0.348 0.563
H -0.037 -0.792 -0.844
H 0.545 2.014 -1.656
H -0.989 1.398 -0.751
H -1.598 3.643 0.572
H -0.435 3.890 -0.891
H 1.118 5.556 0.651
H -0.681 6.037 0.428
H -1.327 5.806 2.737
H -0.179 4.296 2.986
H 0.768 7.429 2.494
H 1.989 6.018 2.758
H 2.580 2.100 -0.192
H 2.422 3.829 0.510
H 3.575 4.450 2.385
H 4.634 3.088 3.347
H 4.768 3.288 1.475
H 3.883 0.266 2.717
H 4.821 1.112 1.318
H 3.226 0.165 0.894
H -0.733 2.772 4.435
H -0.974 0.908 4.626
H 0.487 1.676 5.534
H 1.676 -0.766 2.629
H 1.115 -0.517 4.484
H -0.204 -0.752 3.125
H -0.797 0.710 1.621
H -1.088 2.433 2.314
C -0.517 -4.219 -6.846
C 0.737 -5.064 -6.968
O 1.909 -4.240 -6.891
C 2.333 -3.909 -5.630
O 1.768 -4.270 -4.601
C 3.612 -3.075 -5.693
F 3.560 -2.099 -6.645
F 4.705 -3.836 -5.990
F 3.897 -2.443 -4.520
H -0.516 -3.419 -7.595
H -1.412 -4.832 -6.984
H -0.575 -3.736 -5.866
H 0.755 -5.553 -7.947
H 0.764 -5.858 -6.212
Li 6.002 -4.610 -1.243
C -3.558 4.775 3.736
C -4.176 6.164 3.662
C -4.499 6.757 5.035
C -5.533 5.981 5.860
C -6.894 5.784 5.186
C -7.618 7.090 4.901
H -4.244 4.053 4.186
H -3.313 4.419 2.731
H -2.636 4.790 4.325
H -5.073 6.134 3.035
H -3.468 6.831 3.153
H -4.842 7.789 4.898
H -3.572 6.825 5.619
H -5.679 6.507 6.812
H -5.125 4.998 6.121
H -7.522 5.176 5.848
H -6.784 5.214 4.260
H -7.774 7.660 5.822
H -8.598 6.888 4.457
H -7.060 7.716 4.198
Cl -0.998 -6.817 -7.177
N -2.365 -10.910 -3.446
C -1.395 -10.321 -2.676
C -1.092 -9.099 -3.234
C -1.913 -8.942 -4.377
C -2.691 -10.074 -4.482
H -2.776 -11.818 -3.275
H -1.003 -10.822 -1.801
H -0.361 -8.396 -2.858
H -1.935 -8.095 -5.050
H -3.445 -10.355 -5.204
F -5.973 -7.946 -7.497
P -4.898 -7.973 -8.625
F -4.170 -9.092 -7.821
F -4.088 -6.931 -7.795
F -6.275 -8.103 -9.342
F -4.317 -8.955 -9.686
F -4.563 -6.809 -9.606
Al 0.502 -12.064 -2.850
Cl 0.802 -2.567 4.323
Br -5.198 -5.594 -7.048
Ca -3.398 8.804 4.638
*
```

Output
HOMO (spin up / spin down), eV: -9.53 / -9.53
Lowest unoccupied orbital energy (spin up / spin down), eV: -6.508 / -5.650
<S²>: 1.750
Orbital gap (spin up / spin down), eV: 3.0 / 3.9
DFT total energy, eV: -232025.0892



Record 2
Below is a structure of composition C35H63ClF5INbO5SSi, with properties calculated with ωB97M-V with the def2-TZVPD basis set.

ORCA input file:
```
! wB97M-V def2-TZVPD RIJCOSX def2/J DEFGRID3
* xyz -1 1
C 1.617 -2.813 0.956
Si 0.526 -2.046 -0.372
C 1.452 -2.199 -2.017
C -1.054 -3.083 -0.521
C -2.322 -2.460 0.098
C -3.545 -2.573 -0.802
F -3.186 -3.092 -2.020
F -4.371 -3.525 -0.234
Nb -4.777 -0.668 -1.224
S -6.111 1.394 -1.681
Cl -3.219 -0.017 -2.954
C -6.153 -1.943 -2.503
C -6.071 -1.592 -3.991
C -5.045 -2.444 -4.677
I -4.584 -1.663 -6.631
C -6.125 -1.251 0.559
F -6.973 -2.271 0.327
F -6.949 -0.231 0.939
F -5.482 -1.573 1.696
C 0.193 -0.229 -0.070
C 0.102 0.685 -1.098
C -0.138 2.010 -0.853
C -0.315 2.463 0.428
C -0.235 1.567 1.464
C 0.019 0.247 1.214
H 1.078 -2.871 1.889
H 1.976 -3.775 0.621
H 2.484 -2.180 1.084
H 2.208 -2.967 -1.954
H 1.963 -1.289 -2.293
H 0.753 -2.462 -2.796
H -0.822 -4.014 -0.020
H -1.190 -3.321 -1.567
H -2.164 -1.434 0.391
H -2.580 -2.990 1.003
H -3.850 0.277 0.065
H -7.380 1.145 -1.351
H -5.965 -3.004 -2.363
H -7.173 -1.770 -2.184
H -5.889 -0.545 -4.166
H -7.026 -1.817 -4.454
H -4.101 -2.448 -4.159
H -5.389 -3.458 -4.795
H 0.215 0.351 -2.115
H -0.192 2.700 -1.675
H -0.523 3.495 0.625
H -0.390 1.921 2.466
H 0.083 -0.414 2.057
C 2.662 -0.356 -6.454
C 4.163 -0.618 -6.565
C 4.504 -1.039 -5.142
O 3.342 -1.679 -4.618
C 2.229 -1.447 -5.483
H 2.134 -0.405 -7.405
H 2.486 0.628 -6.016
H 4.351 -1.442 -7.257
H 4.738 0.244 -6.900
H 4.732 -0.168 -4.514
H 5.349 -1.727 -5.096
H 1.998 -2.379 -6.010
H 1.363 -1.166 -4.885
C 1.775 -2.373 5.997
C 2.925 -1.371 6.038
C 3.222 -1.183 4.557
O 1.988 -1.368 3.867
C 1.012 -1.913 4.758
H 1.160 -2.373 6.896
H 2.161 -3.384 5.847
H 2.577 -0.439 6.479
H 3.794 -1.714 6.599
H 3.936 -1.935 4.198
H 3.617 -0.193 4.320
H 0.286 -1.131 5.003
H 0.488 -2.729 4.257
C 8.943 -0.041 -3.092
C 8.543 1.172 -3.930
C 8.668 0.623 -5.346
O 8.364 -0.769 -5.267
C 8.337 -1.182 -3.898
H 8.577 -0.008 -2.068
H 10.031 -0.135 -3.063
H 7.506 1.444 -3.722
H 9.165 2.049 -3.761
H 9.690 0.736 -5.727
H 7.983 1.099 -6.049
H 7.295 -1.356 -3.609
H 8.886 -2.117 -3.792
C -5.941 3.937 0.903
C -6.163 5.389 1.322
C -4.932 5.654 2.176
O -3.886 4.839 1.647
C -4.436 3.889 0.710
H -6.483 3.653 0.006
H -6.238 3.261 1.708
H -6.156 6.037 0.442
H -7.095 5.557 1.861
H -5.112 5.362 3.215
H -4.617 6.700 2.161
H -4.155 4.197 -0.302
H -4.014 2.903 0.897
C 0.081 3.253 6.904
C -0.858 2.378 7.730
C -0.431 0.983 7.307
O 0.966 1.064 7.007
C 1.365 2.435 6.933
H 0.214 4.258 7.305
H -0.293 3.340 5.882
H -0.669 2.524 8.797
H -1.911 2.565 7.543
H -0.964 0.658 6.407
H -0.583 0.237 8.088
H 1.968 2.669 7.819
H 1.983 2.580 6.046
*
```

Output
HOMO, eV: -5.55
Lowest unoccupied orbital energy, eV: 1.646
Orbital gap, eV: 7.2
DFT total energy, eV: -102027.6951



Record 3
Below is a cluster of 11 separate species, C35H63F3N2O25S6 in total, with properties calculated with ωB97M-V with the def2-TZVPD basis set.

ORCA input file:
```
! wB97M-V def2-TZVPD RIJCOSX def2/J DEFGRID3
* xyz 0 1
C -3.626 -1.384 -1.774
N -4.965 -0.972 -2.436
O -4.856 -0.759 -3.606
O -5.974 -0.801 -1.845
H -3.829 -2.173 -1.049
H -3.170 -0.440 -1.478
H -3.008 -1.831 -2.553
C 3.312 -4.392 -2.397
N 2.080 -5.312 -2.485
O 1.600 -5.779 -1.400
O 1.627 -5.572 -3.555
H 3.668 -4.556 -1.380
H 2.871 -3.505 -2.852
H 3.964 -4.887 -3.117
C 1.568 -1.006 4.275
C 2.033 -1.809 3.051
C 3.455 -1.143 2.746
S 3.125 0.666 2.721
O 2.656 0.970 1.383
O 4.169 1.541 3.256
C 1.644 0.539 3.917
H 2.218 -1.220 5.124
H 0.559 -1.347 4.505
H 1.492 -1.704 2.110
H 2.063 -2.815 3.470
H 3.813 -1.450 1.763
H 4.212 -1.334 3.507
H 0.857 0.986 3.309
H 2.095 1.145 4.703
C -2.865 5.176 -4.379
C -3.184 5.090 -2.806
C -1.825 4.739 -2.233
S -1.365 3.227 -3.152
O -2.224 2.036 -2.924
O 0.107 2.998 -3.014
C -1.761 4.099 -4.757
H -2.618 6.216 -4.597
H -3.757 4.924 -4.953
H -3.897 4.270 -2.722
H -3.634 6.008 -2.428
H -1.910 4.465 -1.181
H -1.012 5.440 -2.423
H -2.018 3.243 -5.381
H -0.849 4.554 -5.144
C 5.578 -0.328 -2.842
C 4.169 -0.650 -2.430
C 3.629 0.502 -1.593
S 5.103 0.906 -0.535
O 5.299 -0.079 0.560
O 5.099 2.302 -0.236
C 6.339 0.677 -1.873
H 5.539 0.082 -3.851
H 6.235 -1.198 -2.866
H 4.260 -1.591 -1.888
H 3.553 -0.832 -3.311
H 2.684 0.462 -1.051
H 3.588 1.371 -2.249
H 7.308 0.423 -1.445
H 6.206 1.679 -2.282
C -5.347 -1.969 5.504
C -4.846 -2.701 4.247
C -3.364 -2.206 4.033
S -3.388 -0.379 4.391
O -3.648 0.364 3.111
O -2.226 -0.008 5.181
C -4.944 -0.494 5.445
H -4.848 -2.381 6.381
H -6.414 -2.040 5.714
H -5.474 -2.509 3.377
H -4.763 -3.784 4.336
H -2.819 -2.537 3.149
H -2.734 -2.544 4.856
H -5.768 -0.015 4.916
H -4.761 0.043 6.376
C 0.673 -5.384 1.980
C -0.513 -4.354 1.779
C -1.269 -4.909 0.591
S -1.187 -6.704 0.611
O -1.157 -7.296 -0.698
O -2.222 -7.144 1.631
C 0.482 -6.797 1.379
H 0.881 -5.372 3.050
H 1.525 -4.877 1.527
H -0.201 -3.315 1.679
H -1.231 -4.481 2.589
H -0.745 -4.713 -0.344
H -2.277 -4.527 0.425
H 1.132 -6.717 0.508
H 0.624 -7.802 1.776
C 3.231 5.231 -0.737
C 3.606 5.274 0.735
C 2.612 4.458 1.531
S 1.093 4.314 0.563
O 0.236 5.517 0.774
O 0.388 3.014 0.704
C 1.888 4.592 -1.072
H 3.954 4.581 -1.230
H 3.325 6.187 -1.251
H 3.929 6.191 1.228
H 4.550 4.730 0.702
H 2.420 4.774 2.556
H 3.004 3.441 1.515
H 1.120 5.106 -1.650
H 2.041 3.637 -1.574
C -0.260 -2.714 -4.900
C -0.622 -1.282 -4.455
O -1.514 -1.012 -5.515
C -1.075 -1.646 -6.698
O -1.371 -1.329 -7.847
O -0.256 -2.615 -6.304
F 0.364 -0.409 -4.608
H -0.949 -3.439 -4.466
H 0.678 -3.223 -4.675
H -1.340 -0.978 -3.693
C -0.350 0.326 -1.003
C -0.463 -0.254 0.303
O -0.516 -1.543 -0.113
C 0.238 -1.810 -1.191
O 0.613 -2.923 -1.547
O 0.356 -0.675 -1.765
F -1.658 0.010 0.932
H 0.108 1.315 -1.045
H -1.305 0.525 -1.489
H 0.397 0.236 0.758
C -2.486 3.290 2.230
C -2.101 3.621 3.714
O -2.459 4.971 3.792
C -3.234 5.292 2.751
O -3.700 6.354 2.611
O -3.462 4.323 2.003
F -0.779 3.634 3.884
H -2.747 2.247 2.053
H -1.585 3.430 1.632
H -2.522 2.914 4.430
*
```

Output
HOMO, eV: -10.12
Structure (SMILES): O=C1OC[C@@H](F)O1.O=C1OC[C@@H](F)O1.O=C1OC[C@@H](F)O1.C[N+](=O)[O-].C[N+](=O)[O-].O=S1(=O)CCCC1.O=S1(=O)CCCC1.O=S1(=O)CCCC1.O=S1(=O)CCCC1.O=S1(=O)CCCC1.O=S1(=O)CCCC1
Lowest unoccupied orbital energy, eV: -0.100
Orbital gap, eV: 10.0
Energy above the lowest of the compared OMol25 structures with the same formula, charge and spin, eV: 5.968
DFT total energy, eV: -164635.5340